(1)
{"formula": "C14H44FN15O9PS", "method": "ωB97M-V/def2-TZVPD", "elements": ["H", "C", "C", "N", "N", "N", "H", "H", "N", "H", "H", "H", "H", "N", "H", "H", "O", "H", "H", "C", "P", "N", "H", "S", "C", "H", "O", "H", "N", "H", "H", "H", "H", "C", "N", "H", "N", "C", "F", "H", "N", "C", "H", "H", "H", "O", "O", "O", "H", "N", "H", "O", "N", "O", "H", "C", "H", "C", "H", "O", "H", "H", "H", "H", "H", "H", "H", "H", "H", "N", "H", "H", "C", "H", "H", "H", "C", "C", "C", "N", "O", "H", "H", "C", "N"], "positions_angstrom": [[0.05451, 3.90450, 2.28688], [4.73188, -1.40564, -6.90151], [0.97556, -4.13697, 0.95582], [0.20633, -4.46324, -0.11296], [2.46201, 1.58353, -1.29619], [0.45194, -0.01298, 1.32362], [3.69680, 3.51646, -3.53100], [-2.36474, 4.79752, 1.97168], [2.06620, -4.93417, 1.15641], [-4.62422, -0.20198, 3.30759], [5.16482, -1.89719, -4.91955], [2.50344, 0.63011, -0.98364], [-5.33481, 1.20400, 2.37962], [-2.22848, -2.49877, -1.22256], [-2.91675, 6.10450, 8.57956], [5.67955, 2.77499, -5.95182], [3.96239, 1.11937, -2.93235], [2.69152, -0.26646, 3.56302], [-1.72871, 4.44113, 7.45394], [-2.39605, -6.60959, -1.02193], [-2.54166, 2.14444, 2.97569], [-3.42600, 6.27928, 7.73516], [2.08002, 2.22200, 3.20339], [-3.30066, 3.80580, 1.73571], [-3.24612, 0.74646, 1.85350], [4.10098, -2.89342, -8.12536], [-1.78360, 3.16326, 4.21189], [1.49722, -1.56039, 3.00489], [3.21845, 2.91619, -7.98639], [-2.24054, -8.25417, 0.26402], [-2.06327, 4.09946, 5.77892], [3.43585, 2.13762, -8.58082], [-2.04541, 1.05260, 3.77608], [-0.00228, 2.84350, 2.65548], [5.12116, -1.18361, -5.62114], [-5.14094, -1.80903, -0.10111], [4.39446, -2.69392, -7.18696], [-3.58542, -2.57873, -1.14088], [-2.42874, -0.41508, 2.03965], [2.65476, -4.71652, 1.93958], [-1.81558, -7.41961, -0.09147], [1.60453, -0.51483, 3.41596], [1.05600, -0.46340, 4.38357], [-3.77495, 2.33047, 3.68334], [4.42289, -3.43854, -6.51763], [-1.11936, 2.28833, 1.95668], [-4.24939, -3.31578, -1.86512], [-3.85944, 5.83436, 5.55461], [0.39948, -5.22879, -0.72778], [-3.62120, -7.01124, -1.45210], [1.70285, 2.31848, 1.39939], [4.68604, -0.51471, -7.74192], [-4.14343, -1.78026, -0.19535], [0.70721, -3.19273, 1.68499], [0.36735, -1.02947, 1.41053], [-0.41267, 2.78296, 4.19954], [-4.13065, 6.99290, 7.73000], [3.23426, 1.92515, -2.35983], [-5.07430, -0.42736, 1.57950], [3.69619, 4.24642, -6.21253], [1.85986, 2.22426, -0.81401], [5.33749, 1.74382, -7.30218], [5.37322, -0.24235, -5.37320], [2.55258, 3.90016, -2.29115], [-1.66856, -1.90026, -0.63894], [2.30424, -5.71070, 0.57029], [-0.19588, 1.74800, 4.56872], [-0.91230, -7.14937, 0.25178], [-3.22128, 1.11537, 0.80035], [3.14083, 3.22707, -2.74380], [-3.61094, -1.17393, 0.40671], [-0.60334, -3.89444, -0.28941], [1.31790, 2.02903, 2.40958], [-4.07837, -6.43284, -2.13566], [-1.77699, -3.07481, -1.91005], [2.39152, 3.45395, -8.16839], [-4.68401, 0.30401, 2.31856], [1.07378, 0.48250, 2.32769], [-3.22062, 5.59555, 6.56562], [5.08962, 2.53072, -6.72575], [-1.85862, -5.59506, -1.43843], [0.29020, 3.43819, 4.77443], [-4.08434, -7.83706, -1.12525], [3.98384, 3.29371, -6.92708], [-2.25568, 4.63950, 6.62539]], "forces_ev_per_a": [[0.5, -0.7, 0.6], [0.0, 0.2, 0.2], [-0.4, 0.3, -0.3], [0.4, 0.2, 0.3], [0.1, -0.2, 0.1], [0.8, 0.8, 0.2], [-0.2, 0.0, -0.1], [-0.6, -0.9, -0.1], [0.4, -0.2, 0.3], [0.0, 0.5, -0.6], [-0.1, 0.0, 0.0], [-0.2, 0.1, 0.1], [0.3, -0.7, -0.1], [0.5, -0.1, -0.1], [0.0, 0.0, 0.0], [-0.1, 0.0, 0.0], [0.1, 0.0, 0.0], [-0.9, -0.4, 0.2], [-0.1, 0.1, 0.1], [-0.2, 0.4, -0.2], [-0.1, -0.9, 0.5], [-0.2, 0.4, 0.5], [-0.5, 0.2, -0.6], [-0.3, 1.7, -0.6], [-1.0, 0.6, 0.6], [0.0, 0.0, 0.1], [1.8, -0.2, 0.1], [0.2, 1.2, 0.5], [-0.3, 0.1, -0.4], [0.0, 0.0, 0.0], [-0.2, 0.0, 0.0], [0.0, -0.1, 0.2], [0.0, 0.0, -0.1], [-1.0, -0.8, 0.7], [0.3, 0.2, -0.1], [0.0, 0.0, -0.1], [-0.1, -0.3, -0.4], [-0.3, -0.1, 0.0], [-0.3, 0.4, -0.7], [0.0, 0.0, 0.0], [0.4, -0.2, 0.2], [0.3, 0.4, -0.6], [0.4, 0.2, -0.6], [0.2, -0.5, 0.2], [0.0, 0.1, 0.0], [1.0, -0.3, 1.5], [0.1, 0.1, 0.1], [0.0, 0.2, 0.4], [-0.1, 0.0, -0.1], [-0.2, 0.0, -0.3], [0.0, -0.2, 0.9], [0.1, 0.0, -0.1], [-0.1, 0.0, 0.0], [0.2, -0.2, 0.1], [0.0, 0.2, 0.1], [0.8, 0.7, -1.4], [0.0, 0.0, 0.0], [-0.1, -0.1, 0.1], [-0.1, 0.5, 0.6], [0.0, -0.1, 0.0], [-0.1, -0.1, 0.0], [-0.2, -0.1, 0.1], [-0.2, 0.0, 0.2], [-0.1, -0.1, 0.0], [-0.1, 0.2, 0.0], [0.0, 0.1, -0.1], [-0.6, 0.5, -0.2], [-0.1, 0.1, 0.1], [0.1, -0.8, 0.5], [0.3, 0.2, -0.3], [0.1, -0.1, 0.0], [-0.2, -0.2, 0.0], [-0.3, -0.8, -0.6], [0.0, 0.1, 0.1], [-0.1, 0.0, 0.0], [0.0, 0.0, 0.1], [0.9, 0.3, -0.6], [-0.5, -0.9, 0.0], [0.1, -0.4, -0.6], [0.5, -0.1, 0.1], [0.1, -0.4, -0.1], [-0.9, 0.0, -0.2], [0.0, 0.0, 0.1], [0.0, 0.1, 0.2], [0.2, -0.2, -0.2]], "mulliken_charge": [0.255, 0.666, 0.549, -0.181, -0.187, -0.359, 0.186, 0.043, -0.413, 0.270, 0.162, 0.095, 0.386, -0.387, 0.143, 0.201, -0.682, 0.315, 0.167, 0.653, -0.091, -0.395, 0.347, -0.428, -0.226, 0.216, -0.404, 0.180, -0.378, 0.159, 0.443, 0.188, -0.039, 0.258, -0.280, 0.147, -0.430, 0.382, -0.285, 0.238, -0.361, -0.929, 0.235, -0.146, 0.155, -0.364, -0.704, -0.636, 0.160, -0.444, -0.070, -0.653, -0.267, -0.647, 0.176, -0.661, 0.235, 0.647, 0.204, -0.673, 0.111, 0.195, 0.161, 0.162, 0.225, 0.155, 0.197, 0.184, 0.385, -0.345, 0.308, 0.131, -0.635, 0.250, 0.231, 0.209, -0.917, 0.711, 0.563, -0.357, -0.598, 0.423, 0.141, 0.631, -0.262], "charge": -1}

---

(2)
{"formula": "C14H44N4O8", "method": "ωB97M-V/def2-TZVPD", "elements": ["H", "O", "H", "C", "H", "H", "C", "H", "H", "H", "H", "O", "H", "O", "H", "H", "O", "H", "H", "H", "N", "C", "C", "H", "C", "O", "C", "H", "N", "H", "H", "O", "H", "H", "H", "C", "H", "H", "C", "C", "C", "H", "H", "C", "H", "H", "H", "H", "C", "H", "N", "H", "C", "H", "H", "O", "H", "C", "H", "H", "H", "H", "N", "H", "H", "H", "H", "O", "H", "H"], "positions_angstrom": [[-7.83652, 26.19202, 29.53705], [-8.72190, 21.38245, 30.30110], [-15.99008, 22.25067, 27.37968], [-12.01970, 25.46401, 29.49686], [-9.06389, 25.06362, 30.24439], [-11.31258, 26.21249, 29.13927], [-11.51540, 22.73099, 28.22296], [-11.67190, 19.00880, 27.49936], [-12.01157, 24.74974, 28.67354], [-12.17816, 18.56934, 25.75752], [-8.41416, 24.71503, 28.69880], [-12.12434, 21.67501, 25.90234], [-9.09459, 18.03586, 25.28604], [-9.30659, 22.89598, 29.11561], [-13.41357, 26.63460, 30.15264], [-9.40739, 19.37194, 30.23985], [-7.24975, 24.52358, 30.41403], [-9.69085, 23.61081, 29.62841], [-9.37372, 20.74536, 27.62552], [-10.17974, 19.79049, 26.79435], [-10.10266, 20.08507, 25.22916], [-7.14783, 18.04985, 26.39933], [-9.99028, 22.78994, 27.93821], [-13.67258, 23.85211, 28.27394], [-15.82141, 23.26865, 27.02842], [-8.07220, 19.74664, 25.10951], [-8.44943, 18.69019, 25.87231], [-11.67545, 25.07615, 30.45558], [-9.38057, 19.66150, 23.18448], [-11.94630, 22.06434, 28.96994], [-7.81742, 19.74087, 29.62526], [-14.11613, 24.84402, 25.98318], [-9.31495, 21.97805, 29.83725], [-7.33246, 17.58526, 27.36792], [-9.20426, 19.91144, 25.65674], [-8.83651, 20.12176, 29.69217], [-16.59555, 23.56822, 26.32198], [-16.01310, 23.96716, 27.84295], [-9.46448, 21.65381, 27.03006], [-12.02713, 20.49117, 26.21084], [-10.37806, 20.09414, 23.93301], [-6.84046, 17.29259, 25.67810], [-10.93187, 20.36738, 25.73197], [-13.23551, 23.26705, 27.46477], [-6.36007, 18.79685, 26.49682], [-10.87033, 20.50728, 27.88344], [-9.51212, 19.61272, 22.18427], [-14.28884, 22.77965, 25.56985], [-8.14828, 25.15482, 29.66005], [-9.10100, 20.18063, 28.63638], [-11.48475, 19.97724, 27.28208], [-13.98807, 25.44479, 26.72094], [-14.35560, 23.42870, 26.44300], [-10.21559, 21.45436, 26.26575], [-13.02954, 22.24121, 27.77028], [-11.37303, 20.66515, 23.46702], [-12.81040, 19.70732, 24.54040], [-9.34053, 19.14560, 27.05501], [-11.70652, 23.73378, 28.60505], [-7.09687, 23.62882, 30.10158], [-8.58314, 19.21816, 23.61768], [-12.10430, 22.58553, 27.31734], [-12.33945, 19.50404, 25.41045], [-9.79315, 18.23478, 27.44694], [-8.70189, 19.60508, 27.80942], [-8.54253, 21.92007, 26.51312], [-12.29413, 23.70712, 27.13578], [-13.30705, 25.87051, 29.58129], [-7.57800, 19.41461, 24.35645], [-9.88272, 23.70000, 27.34803]], "forces_ev_per_a": [[-0.4, 0.2, 0.0], [1.9, -5.6, 4.0], [0.0, 0.0, 0.0], [1.6, 0.5, -0.5], [-0.9, 1.1, 0.0], [0.1, 0.6, 0.3], [8.9, -2.3, 3.2], [0.1, 0.5, 0.2], [-0.3, 1.9, 1.0], [-0.4, 0.1, -0.7], [0.8, 0.3, -0.2], [-0.7, -0.2, -0.5], [0.3, -0.5, -0.2], [0.0, 5.0, -2.4], [0.1, 0.0, 0.1], [-0.5, -0.1, 0.0], [3.1, -1.8, 1.2], [-0.2, 0.3, 0.1], [0.4, 3.4, -1.4], [3.1, -3.0, 1.2], [-2.8, 0.9, -4.2], [-0.9, -0.7, -0.2], [-2.2, -0.7, -2.2], [0.4, -0.1, 0.5], [1.1, 0.7, -0.4], [7.6, 1.2, -1.3], [1.9, -4.4, 3.5], [0.4, -0.5, -0.1], [1.5, -1.6, -3.5], [1.1, -0.7, 0.6], [0.3, -0.5, 0.0], [-0.9, -1.5, -0.9], [-0.5, -0.8, 0.6], [0.2, -0.2, -0.1], [-4.3, 3.3, -1.9], [1.4, 1.0, 1.3], [0.2, -0.4, -0.5], [0.4, -0.1, 0.4], [-0.4, 3.2, 1.7], [-7.2, 1.9, 0.9], [-0.5, 3.0, 0.2], [0.3, -0.1, 0.1], [6.1, -0.5, -3.7], [-9.9, 3.1, -2.8], [-0.2, 0.0, 0.1], [-1.5, 0.3, 0.6], [-0.1, 0.0, 0.3], [0.4, 0.4, -0.1], [-2.0, 1.6, -0.9], [-0.8, 0.7, 3.7], [-3.6, 0.3, 5.9], [-0.1, -0.3, 0.5], [-1.3, 2.3, 0.4], [1.3, 2.1, 1.0], [-4.5, 0.3, -0.1], [0.0, -0.9, -1.1], [0.3, -0.2, 0.1], [3.5, -4.5, 0.6], [0.9, -3.0, 0.1], [-0.1, -0.3, 0.1], [-1.9, -0.1, -1.8], [6.9, -2.7, 0.9], [-5.0, -3.0, -1.1], [0.4, -0.5, 0.3], [0.9, -2.8, -1.8], [0.2, -0.1, 0.3], [-3.2, 2.3, -2.2], [-2.5, 1.1, 0.1], [1.5, 0.4, 0.8], [0.2, 0.5, -0.1]], "mulliken_charge": [0.378, -0.674, 0.319, -0.528, 0.148, 0.392, -0.364, 0.404, 1.007, 0.216, 0.163, -0.707, 0.617, -0.373, 0.315, 0.277, -0.556, 0.418, -1.790, -2.105, 0.364, -1.757, 0.657, 1.174, -1.461, -0.728, -0.180, 0.314, -0.260, -0.256, 0.338, -0.623, 0.599, 0.361, 0.296, -0.727, 0.403, 0.327, 0.433, 0.299, 0.151, 0.501, -0.450, -1.174, 0.367, 0.522, 0.250, 0.308, -0.276, 1.440, 0.032, 0.302, 0.213, 0.696, 0.273, -0.772, 0.335, -0.070, -0.964, 0.350, 0.121, -0.487, -0.428, 0.765, -0.259, 0.469, 0.394, -0.498, 0.411, 0.349], "relative_energy_kcal_mol": 682.53}

---

(3)
{"formula": "C14H44O8S6", "method": "ωB97M-V/def2-TZVPD", "elements": ["C", "C", "H", "C", "H", "H", "C", "H", "H", "H", "C", "S", "H", "H", "H", "H", "H", "C", "O", "C", "H", "H", "H", "C", "C", "H", "C", "S", "H", "H", "H", "H", "H", "O", "H", "H", "H", "H", "C", "H", "O", "H", "H", "H", "O", "S", "H", "H", "H", "H", "S", "H", "H", "H", "H", "H", "H", "H", "H", "H", "H", "O", "O", "C", "H", "C", "S", "O", "O", "C", "S", "H"], "positions_angstrom": [[41.27345, 24.54495, 6.83997], [40.35107, 20.54342, 8.93768], [37.36487, 20.32960, 6.75458], [41.02531, 23.14807, 4.59848], [34.48886, 23.88501, 1.65951], [40.03166, 22.88891, 4.96593], [36.64547, 27.39931, 8.95435], [36.92087, 27.71274, 9.96229], [36.42481, 24.67938, 11.15759], [32.30456, 25.44536, 4.54810], [34.89965, 21.75028, 9.66285], [42.14795, 23.19548, 6.02638], [41.75491, 24.70652, 7.80588], [35.85097, 30.03560, 8.38803], [36.85981, 23.00416, 11.13852], [40.37425, 19.46127, 9.07850], [33.76120, 29.55913, 2.88769], [32.49683, 26.14188, 3.72569], [38.77739, 22.46586, 8.09663], [38.32199, 20.05002, 7.18295], [37.29894, 27.85343, 8.21155], [37.23636, 28.32962, 2.11728], [41.38977, 22.40900, 3.88846], [36.11263, 25.60671, 4.08608], [34.83418, 29.43687, 2.74163], [35.18336, 28.75921, 3.52281], [35.11824, 29.66796, 9.10923], [37.49657, 24.83105, 4.97831], [37.23226, 28.05146, 0.36258], [32.90501, 21.98761, 2.05162], [37.24166, 23.80820, 9.69344], [33.43491, 26.05882, 2.03671], [31.48499, 26.43004, 3.41921], [33.16501, 25.41496, 2.71493], [37.19442, 29.72187, 1.00397], [35.35089, 21.28667, 10.54149], [40.71744, 21.02086, 9.84376], [41.39360, 25.49207, 6.30860], [33.78251, 22.34414, 2.59971], [36.02154, 25.13629, 6.77116], [33.90373, 23.68779, 11.08638], [41.00999, 24.13199, 4.13430], [36.64667, 26.31350, 8.91664], [39.15427, 20.17870, 6.49176], [34.73080, 22.95728, 1.75340], [34.93785, 27.91851, 8.62953], [33.45117, 23.03041, 3.38411], [36.45287, 26.32230, 3.34816], [33.89618, 21.34726, 9.56272], [35.34073, 30.39715, 2.80437], [38.64864, 21.07599, 8.65598], [35.52730, 21.50697, 8.80271], [40.96307, 20.83736, 8.08601], [35.74772, 23.46907, 6.14065], [40.20586, 24.35296, 6.91671], [37.20684, 23.84328, 7.06678], [35.51683, 29.77428, 10.11523], [34.15068, 30.13504, 8.96701], [34.26364, 21.50240, 3.10373], [38.30626, 18.99050, 7.45194], [35.45975, 24.82643, 3.70050], [43.44939, 23.74987, 5.50800], [34.67531, 27.21184, 1.30287], [36.48540, 24.24123, 6.34840], [33.07489, 26.97995, 4.11624], [36.50045, 23.81838, 10.49649], [34.81983, 23.55848, 9.91183], [34.75693, 27.96510, 7.14130], [38.32048, 25.96223, 5.51344], [36.86513, 28.69560, 1.15994], [35.07651, 28.64195, 1.11396], [35.58944, 26.12964, 4.89181]], "forces_ev_per_a": [[0.3, 0.6, 0.2], [-0.2, -0.3, 0.1], [0.0, 0.2, 0.0], [0.1, -0.1, 0.3], [-0.1, 0.0, 0.1], [0.0, 0.0, -0.1], [-0.4, 0.3, 0.2], [0.0, 0.0, 0.0], [0.3, 0.4, -0.5], [0.3, 0.1, 0.1], [0.7, 0.1, 0.0], [0.2, 0.8, -0.9], [-0.2, -0.3, 0.1], [-0.1, 0.3, 0.0], [-0.5, -0.1, 0.1], [0.0, 0.0, 0.0], [0.0, 0.1, -0.1], [-0.6, -0.8, 0.4], [-0.3, -0.2, 0.4], [0.5, -0.5, 0.5], [0.0, -0.1, -0.1], [-0.1, 0.0, 0.0], [0.0, -0.1, 0.1], [0.0, -0.2, 1.2], [-0.3, -0.4, -0.1], [0.2, 0.0, -0.1], [0.6, -0.7, -0.5], [-0.2, 0.2, -0.7], [0.0, 0.1, -0.1], [0.0, 0.0, 0.0], [-0.2, 0.7, -0.2], [0.2, -0.1, 0.2], [0.2, 0.4, -0.2], [0.0, 0.3, -0.3], [0.0, 0.0, -0.1], [0.0, 0.2, 0.1], [-0.1, 0.1, 0.0], [0.1, -0.3, -0.4], [0.0, 0.0, 0.4], [-0.2, -0.1, 0.0], [0.4, 0.3, -0.2], [0.0, 0.1, 0.0], [0.2, 0.0, -0.2], [-0.1, 0.3, -0.1], [0.2, 0.0, -0.1], [-0.1, 0.2, -0.1], [-0.1, 0.0, -0.1], [0.2, -0.3, -0.2], [-0.1, 0.3, -0.2], [0.0, 0.0, -0.1], [0.4, 0.2, -0.9], [-0.2, 0.1, -0.1], [-0.1, 0.1, -0.1], [0.0, 0.1, -0.5], [0.1, -0.3, 0.3], [0.0, 0.0, 0.0], [-0.2, 0.0, 0.1], [0.0, 0.1, 0.1], [0.0, -0.1, -0.2], [-0.2, 0.1, 0.2], [0.1, 0.1, -0.3], [-0.7, -0.4, 0.5], [0.2, 0.2, -0.1], [0.5, 0.4, 0.7], [0.0, 0.1, -0.1], [0.4, -1.0, 0.6], [-0.7, -0.9, 0.3], [0.1, -0.2, 0.4], [-0.2, -0.3, 0.2], [0.2, -0.2, 0.1], [-0.2, 0.2, 0.7], [-0.1, 0.2, -0.3]], "mulliken_charge": [-0.658, -0.986, 0.317, -0.721, 0.342, 0.099, -0.464, 0.449, 0.343, 0.245, -0.789, 0.464, 0.359, 0.283, 0.401, 0.400, 0.322, -0.662, -0.520, -1.019, 0.354, 0.235, 0.404, -0.400, -0.613, 0.024, -0.976, 0.612, 0.350, 0.235, -0.010, 0.366, 0.312, -0.328, 0.390, 0.301, 0.346, 0.370, -0.434, 0.065, -0.692, 0.311, -0.268, 0.275, -0.515, 0.470, 0.102, 0.132, 0.390, 0.387, 0.532, 0.092, 0.218, 0.447, 0.016, -0.178, 0.376, 0.323, 0.251, 0.442, 0.261, -0.668, -0.623, -0.281, 0.172, -0.665, 0.632, -0.552, -0.636, -0.906, 0.356, -0.012], "relative_energy_kcal_mol": 0.00}

---

no.,F_max (hartree/bohr),Kohn-Sham gap (eV)
1,0.0358,5.99
2,0.2090,7.59
3,0.0249,8.82